Model w:
A 4-piece molecular cluster, C2H12N2O3 overall. Source: OMol25; level of theory: ωB97M-V/def2-TZVPD.

Bonds (Å) are listed after each position.
Geometry (Å):
1 H 4.447 -4.075 -1.169  O19 0.958
2 H -2.180 -3.853 5.846  O15 0.961
3 H 1.586 3.363 1.566  N6 1.020
4 H 0.034 2.487 -2.131  N18 0.997
5 O -2.632 -0.180 -5.622  H14 0.971, H17 0.968
6 N 1.112 2.461 1.513  H3 1.020, C7 1.471, H12 1.012
7 C -0.270 2.680 1.060  N6 1.471, C8 1.334, H11 1.084
8 C -0.675 2.685 -0.211  C7 1.334, H16 1.080, N18 1.421
9 H 4.025 -5.283 -2.021  O19 0.969
10 H -2.578 -2.446 5.643  O15 0.974
11 H -0.810 3.172 1.861  C7 1.084
12 H 0.981 2.255 2.496  N6 1.012
13 H 1.086 2.285 -0.715  N18 1.011
14 H -3.114 0.394 -6.239  O5 0.971
15 O -2.527 -3.113 6.352  H2 0.961, H10 0.974
16 H -1.704 2.805 -0.517  C8 1.080
17 H -1.767 0.245 -5.706  O5 0.968
18 N 0.207 2.173 -1.201  H4 0.997, C8 1.421, H13 1.011
19 O 4.741 -4.936 -1.467  H1 0.958, H9 0.969

## Properties
Net charge: 0
HOMO-LUMO gap in eV: 8.80
SMILES string: N/C=C\N.O.O.O

=====

Model x:
A 4-piece molecular cluster, C2H12N2O3 overall. Source: OMol25; level of theory: ωB97M-V/def2-TZVPD.

Bonds (Å) are listed after each position.
Geometry (Å):
1 H 1.838 -1.209 2.043  C19 1.091
2 H 2.535 -1.338 0.369  C19 1.091
3 H -1.581 -1.511 -0.963  N6 1.006
4 H -1.257 1.304 -1.620  O12 0.946
5 O -3.046 1.108 1.268  H10 0.988, H14 0.960
6 N -1.695 -1.241 0.000  H3 1.006, C13 1.268
7 N 0.565 -1.702 0.411  H11 1.001, C13 1.383, C19 1.473
8 H -0.903 -1.589 1.864  C13 1.083
9 H 2.953 0.723 -1.265  O18 0.955
10 H -2.675 0.429 0.655  O5 0.988
11 H 0.820 -2.004 -0.509  N7 1.001
12 O -0.791 2.065 -1.936  H4 0.946, H16 0.965
13 C -0.737 -1.451 0.803  N6 1.268, N7 1.383, H8 1.083
14 H -3.759 0.717 1.777  O5 0.960
15 H 4.357 1.003 -1.706  O18 0.941
16 H -0.869 2.669 -1.188  O12 0.965
17 H 1.820 0.116 0.951  C19 1.097
18 O 3.703 1.288 -1.093  H9 0.955, H15 0.941
19 C 1.711 -0.975 0.985  H1 1.091, H2 1.091, N7 1.473, H17 1.097

## Properties
Net charge: 0
HOMO-LUMO gap in eV: 9.91
SMILES string: [H]/N=C\NC.O.O.O

=====

Which of them is the most stable? Correct choice: model x.

=====

Model w:
A 4-piece molecular cluster, C2H12N2O3 overall. Source: OMol25; level of theory: ωB97M-V/def2-TZVPD.

Bonds (Å) are listed after each position.
Geometry (Å):
1 O 0.569 0.026 2.025  H15 0.962, H16 1.002
2 H -1.908 -0.653 -1.548  C14 1.084
3 O 1.771 -0.646 -1.355  H4 0.964, H19 0.986
4 H 1.987 -1.077 -2.190  O3 0.964
5 N -0.538 -1.268 0.003  H12 1.009, H13 1.012, C14 1.415
6 C -1.802 0.767 -0.004  N9 1.424, H10 1.089, C14 1.340
7 H -2.131 2.372 -1.222  N9 1.017
8 O 2.747 0.637 0.665  H17 0.960, H18 0.983
9 N -2.626 1.793 -0.548  C6 1.424, H7 1.017, H11 1.020
10 H -1.256 0.958 0.919  C6 1.089
11 H -3.339 1.338 -1.119  N9 1.020
12 H -0.768 -2.245 -0.106  N5 1.009
13 H -0.193 -1.027 0.923  N5 1.012
14 C -1.504 -0.409 -0.573  H2 1.084, N5 1.415, C6 1.340
15 H 0.802 -0.273 2.909  O1 0.962
16 H 1.448 0.261 1.605  O1 1.002
17 H 3.392 0.057 1.076  O8 0.960
18 H 2.543 0.207 -0.195  O8 0.983
19 H 0.805 -0.818 -1.266  O3 0.986

## Properties
Net charge: 0
HOMO-LUMO gap in eV: 8.41
SMILES string: N/C=C/N.O.O.O

=====

Model x:
A 4-piece molecular cluster, C2H12N2O3 overall. Source: OMol25; level of theory: ωB97M-V/def2-TZVPD.

Bonds (Å) are listed after each position.
Geometry (Å):
1 N 2.812 -0.071 0.344  C2 1.424, H13 1.005, H15 1.024
2 C 1.558 -0.642 -0.016  N1 1.424, H16 1.086, C17 1.321
3 H -1.221 2.118 -1.750  O5 0.982
4 H -0.120 1.342 0.793  O10 0.969
5 O -1.564 1.420 -1.150  H3 0.982, H12 0.967
6 H -2.940 -0.408 2.374  O7 0.964
7 O -2.041 -0.680 2.590  H6 0.964, H11 0.994
8 N -0.055 -1.467 -1.624  H9 1.028, H14 1.007, C17 1.430
9 H -0.777 -1.486 -0.892  N8 1.028
10 O -0.925 1.601 1.265  H4 0.969, H19 0.997
11 H -1.775 0.275 2.655  O7 0.994
12 H -1.800 0.668 -1.709  O5 0.967
13 H 3.035 0.004 1.320  N1 1.005
14 H 0.104 -2.446 -1.798  N8 1.007
15 H 3.414 0.348 -0.371  N1 1.024
16 H 0.906 -0.917 0.808  C2 1.086
17 C 1.186 -0.852 -1.267  C2 1.321, N8 1.430, H18 1.071
18 H 1.776 -0.744 -2.154  C17 1.071
19 H -1.572 1.936 0.584  O10 0.997

## Properties
Net charge: 0
HOMO-LUMO gap in eV: 8.30
SMILES string: N/C=C/N.O.O.O

=====

Which of them is the most stable? Correct choice: model w.

=====

Model w:
A 2-piece molecular cluster, C4H8 overall. Source: OMol25; level of theory: ωB97M-V/def2-TZVPD.

Bonds (Å) are listed after each position.
Geometry (Å):
1 C 1.353 4.387 -0.101  H3 1.096, H6 1.096, C11 1.324
2 C -1.121 -3.545 -0.311  H4 1.096, C8 1.339, H9 1.096
3 H 1.002 4.814 -1.048  C1 1.096
4 H -0.479 -2.901 0.301  C2 1.096
5 H -0.550 4.194 0.818  C11 1.096
6 H 2.423 4.172 -0.006  C1 1.096
7 H -1.388 -5.548 -1.066  C8 1.096
8 C -0.787 -4.829 -0.497  C2 1.339, H7 1.096, H10 1.096
9 H -2.040 -3.110 -0.718  C2 1.096
10 H 0.127 -5.197 -0.015  C8 1.096
11 C 0.533 4.031 0.875  C1 1.324, H5 1.096, H12 1.096
12 H 0.927 3.532 1.767  C11 1.096

## Properties
Net charge: 0
HOMO-LUMO gap in eV: 11.45
SMILES string: C=C.C=C

=====

Model x:
One molecule with the formula C4H8. Source: OMol25; level of theory: ωB97M-V/def2-TZVPD.

Bonds (Å) are listed after each position.
Geometry (Å):
1 C -0.786 -0.766 0.090  H2 1.095, H4 1.095, C10 1.551, C12 1.547
2 H -1.203 -1.266 -0.791  C1 1.095
3 H 1.250 -1.401 -0.613  C12 1.092
4 H -1.291 -1.165 0.976  C1 1.095
5 H 1.170 -1.010 1.113  C12 1.092
6 H 1.127 0.986 -1.196  C9 1.096
7 H -1.096 1.290 0.872  C10 1.092
8 H -1.304 1.189 -0.885  C10 1.092
9 C 0.782 0.752 -0.183  H6 1.096, C10 1.547, H11 1.096, C12 1.551
10 C -0.757 0.780 -0.032  C1 1.551, H7 1.092, H8 1.092, C9 1.547
11 H 1.346 1.377 0.518  C9 1.096
12 C 0.761 -0.767 0.130  C1 1.547, H3 1.092, H5 1.092, C9 1.551

## Properties
Net charge: 0
HOMO-LUMO gap in eV: 12.04
SMILES string: C1CCC1

=====

Model y:
A 2-piece molecular cluster, C4H8 overall. Source: OMol25; level of theory: ωB97M-V/def2-TZVPD.

Bonds (Å) are listed after each position.
Geometry (Å):
1 H -1.415 1.290 -1.259  C8 1.100
2 C 0.475 -1.423 1.880  H5 1.084, H9 1.130, C12 1.347
3 H -1.712 1.607 -3.027  C8 1.101
4 H 0.827 -0.862 3.965  C12 1.092
5 H 1.469 -1.676 1.530  C2 1.084
6 C 0.215 0.778 -2.616  H7 1.089, C8 1.339, H10 1.078
7 H 0.598 0.903 -3.627  C6 1.089
8 C -0.995 1.241 -2.275  H1 1.100, H3 1.101, C6 1.339
9 H -0.419 -1.619 1.216  C2 1.130
10 H 0.762 0.208 -1.883  C6 1.078
11 H -0.263 0.179 3.132  C12 1.093
12 C 0.457 -0.626 2.966  C2 1.347, H4 1.092, H11 1.093

## Properties
Net charge: 0
HOMO-LUMO gap in eV: 10.11
SMILES string: C=C.C=C

=====

Which of them is the most stable? Correct choice: model x.